Record 1
92
Properties=species:S:1:pos:R:3:mulliken_charge:R:1 method="wB97M-V/def2-TZVPD" relative_energy_kj_mol=108.36 orbital_gap_ev=4.857 total_charge=0 spin_multiplicity=1 e_homo_ev=-4.9976
C 2.23 2.16 -1.63 -0.77
H 1.99 -3.49 3.94 0.37
H 2.67 -5.32 -0.92 0.35
H 2.14 -4.27 0.40 0.06
H -3.36 3.41 -5.92 0.39
C -3.26 2.55 -3.97 -0.43
S -3.03 1.41 -1.44 -0.02
H -2.48 -5.41 -2.65 0.34
H 0.34 -5.52 3.87 0.38
C 5.72 1.14 -1.71 -0.74
C -1.47 2.45 -5.58 -0.77
C 3.79 0.27 -0.44 0.84
H 1.63 -6.00 0.47 0.32
H 6.12 1.76 -2.45 0.47
H 1.54 2.69 -2.27 0.50
S 0.73 3.79 1.20 -0.23
H -0.28 5.19 2.82 0.47
H -4.38 2.74 -3.80 0.37
H -1.12 2.77 -6.54 0.37
C 6.04 -0.59 -0.09 -0.59
N -2.14 3.73 0.53 0.02
C -1.18 1.34 -3.43 0.51
H 1.49 -3.01 -1.90 0.15
H -0.01 -3.71 -2.63 0.23
C -2.87 5.40 2.12 -0.87
C -4.20 -3.29 -0.55 -0.83
H 6.65 -1.34 0.42 0.38
N 0.45 -0.33 0.53 1.17
C -2.02 -3.88 0.36 -0.62
C -0.50 -5.55 -0.85 -1.27
C -3.90 -4.01 -1.75 -0.79
H 1.59 -4.50 -2.92 0.33
H 3.76 2.52 -2.93 0.34
H 0.40 1.55 -4.73 0.45
C -0.33 -1.46 0.56 -0.75
C -3.46 3.60 0.22 0.66
H -0.53 -6.20 -1.81 0.26
C 4.38 1.08 -1.45 -0.08
C -4.20 5.32 1.75 -0.85
H 1.38 -1.60 2.47 0.48
H -3.37 -2.47 1.29 0.48
N 0.73 -4.77 -0.98 0.53
C -1.79 -4.74 -0.75 0.97
C -2.55 1.73 -3.08 0.41
C -0.65 1.82 -4.64 -0.88
H 4.23 -1.29 0.99 0.35
C -2.75 2.88 -5.20 -0.66
C 1.11 -3.55 3.26 -0.57
Lu -0.57 1.57 0.07 0.24
C 2.78 2.98 4.57 -0.78
C 0.76 -2.45 2.50 -0.95
C 6.58 0.34 -0.96 -0.59
C 2.42 0.50 -0.05 -0.34
C -4.48 4.39 0.73 -0.81
C -0.81 -4.73 2.31 -0.27
C -0.46 5.03 1.73 -0.69
C -3.93 2.95 -1.07 -0.76
H -5.01 2.82 -1.02 0.46
H 0.24 0.70 5.13 0.31
C -3.19 -3.12 0.42 0.11
C 1.98 1.99 5.13 -0.44
H 7.66 0.44 -1.05 0.37
N 3.50 1.99 -2.05 0.05
H -3.79 3.66 -1.96 0.43
N 1.73 1.56 -0.57 0.31
H -4.57 -3.95 -2.60 0.43
C -2.74 -4.78 -1.79 -0.52
H 2.42 1.53 6.01 0.37
C 0.99 -3.97 -2.19 -0.85
C 0.72 1.58 4.61 -0.49
C -1.86 4.64 1.48 0.62
H -1.24 -1.51 -0.07 0.34
C 1.08 3.11 2.82 -0.02
H -0.42 -6.31 -0.08 0.46
N -1.08 -3.68 1.41 0.57
H -5.23 -2.98 -0.41 0.43
S -1.33 1.58 2.66 -0.34
C -0.20 -2.57 1.43 0.82
H 3.72 3.28 4.99 0.43
N 1.75 -0.53 0.47 -0.48
C 0.17 2.11 3.44 0.56
C 0.29 -4.70 3.16 -0.85
S -0.09 0.48 -2.44 -0.13
H -4.92 5.97 2.11 0.53
H -5.52 4.31 0.38 0.32
H -0.22 6.01 1.25 0.54
H -2.53 6.08 2.93 0.34
C 2.29 3.55 3.36 -0.39
H -1.45 -5.57 2.14 0.50
H 2.75 4.39 2.87 0.40
C 4.65 -0.60 0.23 -0.58
C 1.87 -5.16 -0.21 -0.88

---

Record 2
24
Properties=species:S:1:pos:R:3:nbo_charge:R:1 method="wB97M-V/def2-TZVPD" relative_energy_kj_mol=258.92 orbital_gap_ev=4.657 total_charge=0 spin_multiplicity=1 e_homo_ev=-8.9650
C -2.31 -1.01 0.01 -0.09
C 0.34 -1.81 0.00 -0.04
O 2.64 -1.53 -0.03 -0.34
C 0.04 -0.45 0.00 0.42
O -2.71 -4.52 0.04 -0.35
O -2.88 1.70 -0.01 -0.49
O 1.87 -3.54 -0.01 -0.36
Ta 1.19 2.38 -0.06 2.04
O 1.02 0.50 -0.01 -0.78
C -0.66 -2.76 0.01 -0.12
C -1.30 -0.05 0.00 -0.25
H -0.41 -3.81 0.02 0.30
S 3.52 2.28 -0.06 -0.48
H -3.34 -0.69 0.01 0.29
Sb 3.52 4.81 0.01 1.32
C -1.74 1.38 -0.01 0.79
N 1.74 -2.33 -0.01 0.54
O -0.73 2.31 -0.01 -0.82
C -1.97 -2.33 0.02 0.00
S 4.30 5.59 -1.93 -0.63
O -4.19 -2.95 0.04 -0.35
S 4.12 5.46 2.05 -0.63
N -3.05 -3.35 0.04 0.53
S 1.02 4.72 -0.10 -0.48

---

Record 3
19
Properties=species:S:1:pos:R:3:nbo_charge:R:1 method="wB97M-V/def2-TZVPD" relative_energy_kj_mol=209.90 orbital_gap_ev="5.778 / 5.775" total_charge=-1 spin_multiplicity=1 e_homo_ev="-2.4308 / -2.4280"
O 0.45 -1.02 1.93 -0.72
C -1.11 1.67 -0.56 -0.07
H 2.09 -3.09 -0.91 0.20
H 0.59 -3.08 0.09 0.22
C -2.35 2.01 0.22 -0.45
C 1.66 -2.63 -0.04 -0.60
H -3.29 2.38 -0.12 0.19
C 0.73 -0.42 0.86 0.32
H -1.83 -0.13 0.71 0.25
H -2.60 0.20 -0.91 0.19
H -2.09 2.17 1.24 0.21
C 0.71 1.03 0.67 0.13
C 1.68 -1.08 -0.14 -0.28
H -1.05 2.03 -1.65 0.19
S 3.54 0.67 -1.42 -0.01
C 2.44 -0.29 -0.86 -0.04
N 0.14 1.97 0.08 -0.51
H 2.26 -2.92 0.94 0.22
C -1.98 0.53 -0.15 -0.45

---

Record 4
84
Properties=species:S:1:pos:R:3:mulliken_charge:R:1 method="wB97M-V/def2-TZVPD" relative_energy_kj_mol=0.00 orbital_gap_ev="5.689 / 5.666" total_charge=-2 s2=0.788 spin_multiplicity=2 e_homo_ev="-1.3681 / -1.3454"
O -1.70 -2.25 -0.66 -0.45
H -2.33 -4.69 -1.41 0.35
H -6.73 0.42 -0.92 0.37
C 0.21 0.91 -2.91 -0.45
C 0.24 -0.13 -5.07 -0.63
H -2.01 -1.63 -3.04 0.64
H 0.64 -0.20 -6.08 0.36
H 4.27 -4.67 3.30 0.36
H -1.14 -3.09 1.80 0.29
C 3.44 0.70 0.02 -0.54
H -3.48 0.93 3.44 0.44
H 5.39 1.63 -2.58 0.36
H -5.52 1.01 -2.99 0.40
O -1.49 0.99 2.32 -0.70
O 2.03 4.96 -0.05 -0.84
H -0.71 -5.38 -1.12 0.39
H 4.74 -4.51 0.88 0.40
C -2.08 2.01 2.78 1.35
O -0.87 1.29 -0.46 -0.48
C 3.74 -3.95 2.69 -0.54
O 1.07 -0.14 1.15 0.36
C 1.35 4.05 0.43 0.52
H 1.52 1.49 -4.50 0.47
C -0.88 -1.14 -0.30 -2.35
C -1.32 5.70 2.62 -0.29
C -1.32 0.16 -1.06 3.76
C 1.65 -1.02 0.29 2.60
H -1.59 6.65 3.06 0.37
H 0.59 1.64 -2.20 0.18
N -0.53 3.24 1.61 1.10
H 1.40 -1.51 2.91 0.35
C 3.34 -2.93 0.55 -0.18
S -0.13 3.86 5.21 -0.21
H 4.92 2.21 -0.20 0.42
S -1.06 2.15 4.99 -0.16
C -0.19 5.60 1.81 -0.85
C 2.38 -2.10 1.11 0.06
O 0.40 -3.08 -0.36 -0.43
C 4.01 -3.86 1.33 -0.97
O -3.37 1.86 3.22 -0.60
Cr 0.21 1.56 1.22 -0.89
H -2.91 4.59 3.57 0.47
C 0.72 0.83 -4.19 -0.53
C 3.96 0.04 -2.61 -0.91
C 0.53 -1.68 -0.58 0.46
C -2.05 4.56 2.92 -1.01
H -2.39 -4.16 1.14 0.41
H 0.74 -1.54 -1.65 -0.34
O 1.54 2.80 0.27 -0.06
H -1.11 -1.78 -5.33 0.37
H 3.56 -2.85 -0.50 0.40
H 2.58 -3.17 4.32 0.43
C -0.98 -3.40 -0.32 1.46
C -0.75 -1.01 -4.65 -1.17
C -1.34 -3.89 1.09 -1.74
C 0.16 4.36 1.31 0.12
C 2.79 -3.11 3.26 -1.06
C -1.26 -0.93 -3.37 0.20
C -3.59 0.63 -2.16 -0.68
S 1.72 3.62 3.93 -0.20
C -1.27 -4.48 -1.37 -1.93
C -4.93 -0.01 0.17 -1.14
H -0.96 -0.93 0.78 1.35
H -3.07 0.91 -3.07 0.41
C -3.55 -0.10 0.12 0.10
C -0.79 0.04 -2.49 -0.48
C 4.39 1.40 -0.69 -0.79
H -5.45 -0.24 1.09 0.36
C -2.86 0.20 -1.05 0.06
H 3.24 0.95 1.06 0.32
C -1.63 3.33 2.40 -1.10
H -0.95 -4.12 -2.35 0.44
C 2.70 -0.32 -0.58 -0.41
H -0.73 -4.75 1.35 0.39
H 0.45 6.44 1.60 0.50
C 3.00 -0.66 -1.90 0.48
S 1.57 1.76 3.28 -0.16
C -4.97 0.70 -2.11 -0.83
H -3.01 -0.39 1.00 0.32
C 2.12 -2.19 2.48 -0.42
H 2.50 -1.47 -2.40 0.45
C 4.65 1.09 -2.01 -0.67
C -5.65 0.38 -0.95 -0.62
H 4.15 -0.22 -3.64 0.41

---

Record 5
85
Properties=species:S:1:pos:R:3:mulliken_charge:R:1 method="wB97M-V/def2-TZVPD" relative_energy_kj_mol=235.02 orbital_gap_ev="7.003 / 6.958" total_charge=+1 s2=0.764 spin_multiplicity=2 e_homo_ev="-10.8489 / -11.0062"
H 1.35 -0.57 4.28 0.53
C 0.12 5.04 2.90 -0.52
H 4.45 0.98 -1.61 0.44
Si 2.66 1.93 -0.12 0.49
H -0.59 4.52 -0.84 0.23
H 0.51 -2.25 -4.00 0.58
H 5.04 2.02 -0.32 0.39
C -2.12 2.20 -1.02 -0.47
C 2.87 2.69 1.57 -0.67
C -2.11 1.24 1.94 -0.80
H 0.88 -2.87 -2.39 0.09
H -0.29 2.96 3.15 0.06
C 3.43 -1.05 1.86 -1.23
C -4.67 -0.64 -2.39 0.25
H -2.55 -0.99 -2.57 0.25
C -4.87 -0.54 -3.81 -0.20
C -0.38 4.64 0.21 -0.59
C -1.02 -5.24 1.51 -0.41
H 0.15 0.66 -4.53 0.53
H -0.27 -6.76 2.81 0.40
S -2.06 -3.36 -0.18 -0.31
Si 1.56 -1.03 1.89 0.48
H -1.60 2.85 -1.72 0.36
H -3.92 -0.98 1.32 0.60
Si -1.08 1.86 0.49 -0.16
H 2.62 4.15 -1.19 0.47
H 1.20 -3.40 1.16 0.18
H -2.32 0.17 1.90 0.06
H -0.13 -0.10 3.44 0.23
C 4.34 1.22 -0.56 -1.29
C 1.01 -2.80 2.05 -0.93
H -1.60 1.43 2.89 0.49
H 1.47 -6.62 -1.10 0.41
C -0.03 5.90 0.67 -0.73
H 1.35 -7.62 1.16 0.42
C -0.22 3.78 2.43 -0.53
C -0.46 3.54 1.08 1.46
C 0.22 6.10 2.02 -0.67
H -3.04 2.72 -0.71 0.54
H 1.30 0.95 3.40 0.18
C -5.46 -0.62 -0.14 -1.05
H -0.74 -2.28 -2.74 0.37
H 2.67 2.87 -2.41 0.41
C -0.01 0.87 -3.47 -1.06
H 3.07 0.63 -3.18 0.29
H -0.06 -2.85 2.27 0.18
H -1.08 0.84 -3.28 0.20
H -3.05 1.80 1.96 0.42
H 4.63 0.35 0.03 0.29
H 0.30 5.19 3.96 0.43
C -0.94 -4.66 0.25 0.42
Ir -1.24 -1.31 0.00 0.76
H 3.39 -0.87 -2.29 0.35
H -6.25 -0.55 0.59 0.47
H 0.02 6.73 -0.02 0.43
C 0.71 -6.79 0.90 -0.45
Ge 0.82 0.29 -0.08 -0.76
H 0.35 1.89 -3.28 0.24
H 2.79 -0.93 -3.95 0.49
N -3.15 -0.96 -0.59 0.11
C -5.73 -0.51 -1.50 -0.29
C 0.96 -0.08 3.38 -1.05
C 0.78 -6.23 -0.36 -0.76
Si 0.93 -0.41 -2.47 0.83
H 3.84 -1.51 0.96 0.33
H -0.02 -4.74 -1.68 0.49
H 3.24 3.71 1.45 0.47
C 2.22 3.17 -1.46 -0.75
H -1.73 -4.86 2.23 0.43
H 0.48 7.09 2.38 0.42
C -0.20 -6.31 1.83 -0.67
H 1.54 -3.27 2.89 0.55
C -4.16 -0.86 0.27 -0.07
C 2.72 -0.39 -3.00 -1.36
H 1.15 3.29 -1.62 -0.11
H -2.39 1.30 -1.56 -0.44
N -5.01 -0.45 -4.95 -0.45
H 1.97 2.75 2.16 -0.19
H 3.87 -0.06 1.97 0.28
C -3.40 -0.87 -1.90 0.04
C 0.32 -2.11 -2.93 -1.04
H 3.62 2.14 2.14 0.43
H -6.73 -0.33 -1.86 0.55
H 3.75 -1.65 2.71 0.48
C -0.05 -5.16 -0.69 -0.24

---

Record 6
20
Properties=species:S:1:pos:R:3:nbo_charge:R:1 method="wB97M-V/def2-TZVPD" relative_energy_kj_mol=452.55 orbital_gap_ev=9.465 total_charge=0 spin_multiplicity=1 e_homo_ev=-8.9124
C -0.74 -1.27 1.03 -0.54
S 1.44 -1.95 -0.74 1.13
H -1.88 -1.20 1.10 0.24
H -2.22 1.36 0.01 0.18
O 2.48 -2.95 -0.30 -0.94
N -0.33 0.50 -0.51 -0.48
H 2.00 -0.95 1.43 0.26
H 1.66 1.67 -1.17 0.22
H -2.50 -0.06 -0.72 0.21
S -0.48 -2.54 -0.27 0.03
C 0.12 -0.01 0.77 -0.08
H 0.29 0.65 1.77 0.21
C -1.70 0.87 -0.79 -0.42
H 2.15 0.15 -0.01 0.25
H -0.37 2.13 -1.61 0.22
H -1.83 1.56 -1.65 0.21
C 1.42 -0.61 0.45 -0.64
C 0.51 1.75 -0.86 -0.44
H 0.58 2.42 0.05 0.18
H -0.60 -1.52 2.02 0.22

---

Record 7
9
Properties=species:S:1:pos:R:3:nbo_charge:R:1 method="wB97M-V/def2-TZVPD" relative_energy_kj_mol=267.96 orbital_gap_ev=9.144 total_charge=+1 spin_multiplicity=1 e_homo_ev=-16.2312
H 0.33 1.72 -0.94 0.29
S 2.37 0.31 -0.07 0.58
H -1.84 -1.61 0.55 0.23
C 0.86 -0.44 -0.15 0.21
H -1.36 0.17 -0.11 0.19
H 0.20 1.28 0.85 0.24
C -1.14 -0.99 0.02 0.19
N 0.02 -1.45 -0.04 -0.44
C 0.55 1.01 -0.10 -0.49

---

Record 8
66
Properties=species:S:1:pos:R:3:nbo_charge:R:1 method="wB97M-V/def2-TZVPD" relative_energy_kj_mol=26.48 orbital_gap_ev="5.461 / 5.460" total_charge=0 spin_multiplicity=1 e_homo_ev="-6.6075 / -6.6069"
C -1.67 -0.51 -2.39 -0.40
C -1.92 -1.23 2.57 0.24
C -2.65 4.83 1.47 -0.21
H -1.38 1.22 -4.58 0.21
C 1.53 2.04 -0.99 -0.40
O -3.22 -1.19 4.60 -0.57
C 1.21 0.55 3.47 -0.20
O -0.02 -1.37 1.16 -0.78
C -1.69 -2.91 -2.39 -0.18
H -2.48 5.33 -5.05 0.22
H 2.03 0.32 2.81 0.22
P -0.88 0.99 -1.75 1.10
H 1.78 0.55 0.57 0.28
H 1.15 1.31 -3.01 0.24
C 0.10 4.46 1.35 -0.13
C -1.94 3.25 -4.96 -0.23
H -3.48 0.45 -3.04 0.23
C -2.09 4.69 -3.04 -0.20
H -1.92 1.86 3.51 0.23
C -2.99 -2.90 -2.88 -0.20
C -1.57 2.20 -4.14 -0.14
C 0.93 1.03 -1.98 -0.72
C -1.00 1.41 3.87 -0.20
H -1.66 3.79 -1.15 0.24
H 2.58 2.17 -1.25 0.23
H -2.29 5.66 -2.61 0.22
C -1.47 2.38 -2.76 -0.40
C -1.80 5.92 1.48 -0.19
H -2.21 6.92 1.55 0.22
O -2.58 -0.44 1.77 -0.77
C -2.13 3.55 1.37 -0.19
C -0.62 -1.71 2.22 0.25
P -0.15 1.66 1.28 1.27
C -0.42 5.74 1.42 -0.22
H 0.24 6.59 1.43 0.22
C -3.63 -1.69 -3.11 -0.15
H -3.50 -3.83 -3.06 0.22
H -2.79 2.69 1.32 0.24
H -1.19 -3.85 -2.19 0.23
C -1.73 3.63 -2.22 -0.20
H 0.26 0.01 6.67 0.23
H -0.03 -1.75 -1.71 0.24
H 2.19 2.18 1.07 0.25
H 2.16 -0.38 5.15 0.23
C 1.29 0.15 4.80 -0.21
C -0.93 1.00 5.19 -0.19
H 1.07 3.03 -1.12 0.22
C -2.26 -1.56 3.94 0.35
H -3.72 4.97 1.52 0.23
C -1.10 -2.40 4.46 0.39
O 0.95 -3.14 3.39 -0.54
H -2.02 3.10 -6.03 0.22
C -0.09 -2.54 3.33 0.37
C -0.75 3.36 1.32 -0.44
H 1.18 4.33 1.32 0.21
C 0.07 1.20 3.01 -0.34
H -4.65 -1.68 -3.48 0.21
H 1.36 0.04 -1.79 0.25
C -2.98 -0.50 -2.87 -0.22
C -2.19 4.50 -4.41 -0.19
C 0.22 0.37 5.65 -0.17
H -1.78 1.12 5.84 0.24
Pd -1.50 0.28 0.22 0.52
C -1.03 -1.72 -2.14 -0.20
C 1.48 1.60 0.48 -0.78
O -0.98 -2.84 5.57 -0.50